Record 1
DFT (ωB97M-V with the def2-TZVPD basis set) results for a molecular structure, C24H24CaN6O7.

XYZ file:
```
62
Properties=species:S:1:pos:R:3:forces:R:3
Ca -1.0623 -0.1723 0.0347 -0.1437 -0.5188 0.3038
O 1.1664 2.0821 2.7807 -0.0975 -0.1476 -0.0663
C 0.5858 1.2445 2.0797 0.2744 0.4558 0.3099
O 0.0293 1.4303 0.9596 0.7964 0.7935 0.7134
C 0.5473 -0.1950 2.6131 0.1961 0.0839 0.1700
C 0.9676 -0.4624 3.9074 -0.0041 -0.0687 0.0265
C 0.9725 -1.7799 4.3394 -0.0542 0.0270 -0.1159
C 0.6005 -2.7776 3.4531 -0.0397 0.0607 0.0751
C 0.1999 -2.4282 2.1675 0.1839 -0.2798 -0.0035
N 0.1462 -1.1547 1.7752 0.5350 -0.1927 0.7750
C -0.1034 -3.5314 1.1209 -0.2644 0.0335 0.0537
O -0.2489 -4.6812 1.5879 0.0995 0.0675 -0.0300
O -0.1665 -3.1276 -0.0544 0.0962 0.0284 0.0322
H 1.2758 0.3650 4.5298 0.0205 0.0129 -0.0280
H 1.2762 -2.0269 5.3510 0.0203 0.0011 0.0024
H 0.6077 -3.8262 3.7139 -0.0240 -0.0135 -0.0415
C 4.0706 3.7482 -1.7626 -0.0021 0.0182 -0.0141
O 3.7789 2.3918 -1.5014 -0.1065 -0.0408 -0.0980
C 2.4668 1.9466 -1.5517 0.1945 -0.0761 0.4614
O 2.2605 0.7660 -1.5508 -0.0271 0.0659 -0.1867
N 1.5504 2.9457 -1.6390 -0.1766 0.1178 0.0024
N 0.1521 2.7151 -1.6471 -0.3053 -0.2377 -0.0106
H 5.1467 3.8020 -1.9229 -0.0058 0.0275 0.0397
H 3.8100 4.3956 -0.9177 0.0215 -0.0172 0.0108
H 3.5540 4.1052 -2.6566 0.0231 -0.0026 -0.0029
H 1.7719 3.8326 -1.2250 0.0883 0.0383 -0.1234
H -0.0222 1.7877 -2.0607 0.2116 0.2514 -0.0948
H -0.1483 2.5811 -0.6767 0.2621 0.0602 -0.0098
O -0.7339 0.0055 -2.0116 0.1105 -0.0204 -1.6243
C -1.0462 -0.6343 -3.0785 -0.1328 -0.1478 -0.3946
C -0.6419 -0.1552 -4.3560 0.0610 0.0370 0.0862
C -0.9600 -0.8025 -5.5276 -0.0532 -0.0601 0.0525
C -1.7108 -1.9776 -5.5034 0.0258 -0.0168 -0.1250
C -2.1312 -2.4667 -4.2801 -0.0050 -0.0179 0.0514
C -1.8264 -1.8367 -3.0731 0.1770 0.1535 -0.1163
C -2.3562 -2.3788 -1.8235 -0.3046 -0.1870 0.2128
N -2.5549 -1.7326 -0.6922 -0.7727 -0.6014 -0.7190
C -3.1711 -2.5992 0.1685 -0.0891 -0.1635 -0.0002
C -3.3419 -3.8029 -0.4363 -0.0951 0.0679 0.0404
N -2.8446 -3.6464 -1.7077 0.0617 0.0336 -0.0004
H -0.0558 0.7568 -4.3756 -0.0053 -0.0054 0.0462
H -0.6326 -0.3898 -6.4764 0.0230 0.0027 0.0084
H -1.9719 -2.4858 -6.4241 -0.0188 -0.0205 0.0306
H -2.7473 -3.3606 -4.2672 -0.0182 0.0097 0.0065
H -3.4434 -2.2979 1.1675 0.0031 0.0047 -0.0199
H -3.7534 -4.7341 -0.0904 0.0624 -0.0063 0.0184
H -2.7031 -4.3876 -2.3655 0.0742 -0.0048 -0.0616
C -2.9422 0.1996 3.1022 -0.0741 -0.0350 -0.2302
C -3.6187 0.8150 1.9110 -0.1748 0.1312 0.0647
C -4.8954 1.3538 1.8670 -0.0059 0.0001 0.0723
C -5.0811 1.8120 0.5401 -0.0521 -0.0080 -0.0798
C -3.9077 1.5188 -0.1375 -0.1737 0.0249 0.0245
C -3.5758 1.8306 -1.5679 0.0773 -0.0473 0.2117
N -3.0106 0.9097 0.6909 -0.6834 0.3435 0.3474
H -3.3911 0.5763 4.0231 0.0102 -0.0251 0.0322
H -1.8817 0.4484 3.1187 0.0309 0.0269 0.0899
H -3.0259 -0.8947 3.1173 0.0702 -0.0037 0.0332
H -5.6079 1.4145 2.6808 0.0670 -0.0226 0.0419
H -5.9632 2.2956 0.1388 0.0440 0.0019 -0.0672
H -4.4872 2.0217 -2.1380 -0.0055 0.0120 -0.0149
H -3.0441 0.9982 -2.0314 -0.0279 0.0159 -0.0944
H -2.9322 2.7134 -1.6471 0.0213 -0.0199 -0.0745
```
Forces are in eV/Å.

## Properties
* calculated total energy: -66995.7208 eV
* LUMO: 0.163 Eh
* frontier orbital gap: 5.620 eV
* total charge: -2
* largest force on an atom: 1.63 eV Å⁻¹
* ΔE to the lowest compared entry with this formula, charge and spin: 15.0 kJ/mol
* HOMO: -1.189 eV

Atom charges from the Mulliken analysis, given in e for atoms 1 to 4:
1 Ca 2.551
2 O -0.846
3 C 0.271
4 O -0.693

---

Record 2
DFT (ωB97M-V with the def2-TZVPD basis set) results for a molecular structure, C24H24Cl2N4O3S2Ti.

XYZ file:
```
60
Properties=species:S:1:pos:R:3:forces:R:3
Ti -0.2877 0.2331 -0.5002 -0.8123 0.0587 -1.4589
O -1.1285 2.2116 -1.3353 -0.3473 -0.2023 0.1107
C -1.9356 3.3126 -0.9384 0.2953 -0.1553 0.0388
C -3.2778 2.9417 -0.2742 0.0289 -0.0136 -0.0183
C -3.5079 1.4396 -0.1055 -0.0493 0.0679 0.1329
C -2.8835 0.8715 1.1376 -0.1338 -0.0818 -0.0427
C -3.5640 0.9763 2.3512 -0.3023 0.2400 -0.2921
C -3.0468 0.4298 3.4979 -0.0187 -0.0426 0.1899
C -1.8631 -0.2791 3.3899 0.2850 -0.2260 0.0564
C -1.2373 -0.3546 2.1651 -0.1675 0.0560 0.0727
N -1.7036 0.2509 1.0540 -0.6284 0.4364 1.4869
H -1.3059 2.0031 -2.2885 -0.0627 -0.0034 -0.0892
H -2.1252 3.9092 -1.8283 -0.0260 0.1314 -0.0870
H -1.3350 3.9122 -0.2610 0.1158 0.0385 0.1171
H -4.0919 3.3535 -0.8725 -0.0363 -0.0045 -0.0269
H -3.3358 3.4164 0.7087 -0.0429 0.0641 -0.0171
H -3.1449 0.8958 -0.9703 0.0487 -0.1239 -0.1433
H -4.5801 1.2510 -0.0386 -0.0415 0.0112 0.0022
H -4.5170 1.4948 2.3619 0.0544 -0.0073 -0.0043
H -3.5631 0.5254 4.4454 0.0045 -0.0233 -0.0255
H -1.4219 -0.7847 4.2400 -0.0108 0.0363 -0.0432
H -0.3411 -0.9390 2.0307 0.1548 -0.0280 -0.0151
S 2.7747 2.9141 1.5133 0.3076 0.1879 0.0870
C 1.2825 3.4527 2.1854 0.1955 0.2079 0.1127
C 0.2402 2.6992 1.7635 -0.1625 -0.5153 -0.3350
C 0.5964 1.6317 0.8469 0.2941 0.4128 0.5783
C 1.9550 1.6513 0.6468 0.2899 -0.2908 -0.2243
C 2.5783 0.6561 -0.1974 0.0558 0.1887 0.1689
C 3.9121 0.6546 -0.6086 -0.0664 -0.0912 0.0752
C 4.3846 -0.3485 -1.4285 0.1519 0.0373 -0.0025
C 3.4868 -1.3627 -1.8354 0.1819 -0.0010 0.0054
C 2.1909 -1.3084 -1.4294 -0.3741 0.3911 0.4246
N 1.6895 -0.3212 -0.6110 0.6950 -0.1237 -0.2657
H 1.2724 4.3013 2.8564 -0.0096 -0.0615 -0.0295
H -0.7746 2.8872 2.1070 0.0201 -0.0128 -0.0300
H 4.5574 1.4610 -0.2791 0.0066 -0.0128 -0.0140
H 5.4140 -0.3484 -1.7700 -0.0588 -0.0053 0.0421
H 3.8060 -2.1717 -2.4787 0.0052 0.0076 -0.0253
H 1.4752 -2.0527 -1.7430 -0.1203 -0.0292 -0.0262
C 2.5403 -1.9873 2.0980 -0.0203 -0.1197 -0.0277
C 1.7572 -3.0377 1.3768 0.1370 0.0323 -0.0379
N 0.6097 -2.8476 0.7844 -0.2221 -0.3284 0.1272
C 0.2476 -4.0617 0.2296 0.0488 0.1885 0.0948
C 1.2003 -4.9974 0.4941 0.1319 0.1508 0.0737
N 2.1664 -4.3313 1.2332 -0.1421 -0.0556 -0.0740
H 2.1559 -1.0071 1.8175 -0.0149 -0.0516 0.0106
H 3.5988 -2.0229 1.8287 -0.0436 -0.0010 -0.0208
H 2.4576 -2.0984 3.1823 0.0007 -0.0251 -0.0048
H -0.6737 -4.1643 -0.3271 0.1090 0.0355 0.0824
H 1.2923 -6.0385 0.2280 0.0057 0.1024 0.0350
H 3.0243 -4.7183 1.5783 0.0597 -0.0089 -0.0094
Cl 1.3063 -0.0042 -5.5139 -0.1671 -0.0762 0.0611
C -0.3207 -0.3937 -4.8756 0.2705 -0.2530 -0.1608
Cl -0.4689 -2.1270 -4.5087 0.0518 0.1624 -0.0111
C -0.6053 0.4682 -3.6521 0.2586 0.0701 0.7067
O -1.4362 1.3800 -3.8139 -0.0678 0.0182 0.0007
O 0.0364 0.1889 -2.6094 -0.1556 0.0950 -0.6153
H -1.0311 -0.1632 -5.6490 -0.1273 0.0294 -0.2331
S -2.8642 -2.2547 -0.6180 0.1696 0.1304 -0.0610
C -1.6369 -1.2485 -0.7910 -0.0024 -0.6138 -0.4221
```
Forces are in eV/Å.

## Properties
* calculated total energy: -107212.2070 eV
* LUMO (alpha / beta): 0.098 / 0.098 Eh
* frontier orbital gap (alpha / beta): 4.436 / 7.356 eV
* total charge: -1
* largest force on an atom: 1.67 eV Å⁻¹
* multiplicity: 4
* HOMO (alpha / beta): -1.764 / -4.698 eV

Atom charges from the Mulliken analysis, given in e for atoms 1 to 4:
1 Ti 0.075
2 O -0.098
3 C -0.854
4 C -0.610

---

Record 3
DFT (ωB97M-V with the def2-TZVPD basis set) results for a molecular structure, C24H24Cl5N2Rh.

XYZ file:
```
56
Properties=species:S:1:pos:R:3:forces:R:3
Rh 0.0426 0.1092 -0.0989 -0.0480 -0.3685 0.3031
Cl 0.3808 1.9581 -1.7795 0.2958 -0.1709 -0.0035
C -1.2584 2.1889 -1.2163 -0.4398 -0.0534 0.2500
C -1.6437 1.2553 -0.2725 1.4699 -0.5381 -0.2264
C -2.9177 1.3115 0.2649 0.0152 -0.4413 0.3543
Cl -3.3799 0.1503 1.4296 0.0298 -0.0616 0.0380
C -3.7953 2.3149 -0.1568 0.1649 0.0245 -0.0951
Cl -5.3627 2.3937 0.4966 -0.0033 -0.0070 0.0074
C -3.3784 3.2547 -1.1193 0.0606 -0.1006 0.0528
Cl -4.4404 4.4703 -1.6306 0.0416 -0.0267 0.0032
C -2.0803 3.1960 -1.6662 -0.1241 0.0739 -0.0034
Cl -1.5394 4.3115 -2.8300 0.0637 -0.0130 -0.0190
C 3.3184 -3.2602 5.2334 -0.0465 0.0868 -0.0517
C 3.1276 -1.7424 5.1902 0.0721 -0.0440 0.0543
C 2.2991 -1.3071 6.4104 -0.0137 0.0154 -0.0497
C 4.5117 -1.0674 5.2107 -0.0473 -0.0017 -0.0279
C 2.4107 -1.2868 3.9351 0.0208 -0.0205 0.0384
C 2.1529 0.0707 3.7156 -0.0225 -0.0909 -0.1034
C 1.5299 0.4697 2.5567 0.0681 0.3124 0.1020
N 1.1460 -0.4055 1.6227 -1.1645 0.1647 -1.0834
C 1.3533 -1.7250 1.8050 0.1362 -0.1612 0.2996
C 1.9893 -2.1781 2.9469 -0.0950 0.1004 -0.2383
C 0.8600 -2.6031 0.7306 0.0464 -0.4390 0.0837
C 0.9743 -3.9776 0.7362 0.0107 0.3155 0.0049
C 0.4605 -4.7501 -0.3122 -0.0540 -0.0635 -0.0992
C -0.1730 -4.0667 -1.3499 0.0997 0.0447 0.1244
C -0.2474 -2.6897 -1.3133 -0.1166 0.0214 -0.2966
N 0.2595 -1.9789 -0.3071 -0.4553 1.4818 0.4536
C 0.6182 -6.2579 -0.2873 0.0480 -0.0883 -0.0127
C -0.0015 -6.9181 -1.5190 -0.0030 0.0599 0.0412
C -0.0665 -6.8053 0.9767 -0.0147 0.0640 -0.0183
C 2.1248 -6.5781 -0.2546 -0.0478 0.0593 -0.0154
H 3.8489 -3.5258 6.1461 -0.0015 0.0069 0.0085
H 3.9214 -3.6156 4.3947 -0.0187 -0.0347 0.0094
H 2.3621 -3.7882 5.2494 0.0218 -0.0280 -0.0200
H 2.7792 -1.6711 7.3181 0.0121 0.0323 0.0076
H 1.2924 -1.7267 6.3693 0.0033 -0.0044 0.0287
H 2.2178 -0.2221 6.4852 0.0043 -0.0099 0.0179
H 5.0732 -1.4218 6.0744 -0.0123 0.0224 0.0173
H 4.4361 0.0180 5.2807 0.0157 -0.0050 0.0124
H 5.0797 -1.3169 4.3126 0.0269 0.0009 0.0231
H 2.4397 0.8201 4.4387 0.0120 0.0137 -0.0205
H 1.3410 1.5171 2.3562 -0.0597 -0.0194 -0.0355
H 2.1575 -3.2348 3.0706 0.0153 -0.0353 0.0155
H 1.4672 -4.4616 1.5640 0.0196 -0.0376 0.0265
H -0.6049 -4.5899 -2.1893 0.0190 0.0262 -0.0104
H -0.7147 -2.1376 -2.1196 -0.0216 0.0525 0.0511
H -1.0777 -6.7421 -1.5729 0.0049 -0.0084 -0.0343
H 0.1496 -7.9947 -1.4610 -0.0003 -0.0028 0.0032
H 0.4687 -6.5718 -2.4413 -0.0256 -0.0216 -0.0158
H -1.1302 -6.5618 0.9829 0.0000 -0.0183 0.0074
H 0.3814 -6.4138 1.8914 0.0055 -0.0238 0.0043
H 0.0314 -7.8901 0.9962 0.0156 0.0018 0.0090
H 2.6296 -6.1689 -1.1314 0.0154 -0.0214 0.0060
H 2.2637 -7.6587 -0.2583 -0.0082 -0.0010 0.0136
H 2.6106 -6.1828 0.6386 0.0095 -0.0196 0.0077
```
Forces are in eV/Å.

## Properties
* calculated total energy: -93861.8687 eV
* LUMO (alpha / beta): -0.323 / -0.323 Eh
* frontier orbital gap (alpha / beta): 6.157 / 6.157 eV
* total charge: +2
* largest force on an atom: 1.62 eV Å⁻¹
* HOMO (alpha / beta): -14.935 / -14.935 eV

Atom charges from the Mulliken analysis, given in e for atoms 1 to 4:
1 Rh 0.055
2 Cl -0.064
3 C 1.020
4 C -0.467